Below is C21H20N2O5S in the gas phase in a non-equilibrium geometry, with properties calculated with the ωB97M-V functional and the def2-TZVPD basis.

ORCA input file:
```
! wB97M-V def2-TZVPD RIJCOSX def2/J DEFGRID3
* xyz 0 1
C 0.0365 5.0887 -6.1778
C -0.9959 4.4942 -5.2173
C -0.6473 3.0719 -4.8865
C 0.1824 2.7758 -3.8122
C 0.5364 1.4738 -3.5201
C 0.0673 0.4286 -4.3155
N 0.4184 -0.8933 -4.1216
C 0.5788 -1.4866 -3.0295
N 0.9828 -2.7901 -2.9595
C 1.0608 -3.4059 -1.7352
O 1.3898 -4.5584 -1.5776
C 0.6866 -2.4581 -0.6693
C 0.6976 -2.8551 0.6202
C 0.3861 -2.1392 1.8276
C -0.0295 -0.8102 1.8585
C -0.3087 -0.1827 3.0601
C -0.1792 -0.8670 4.2550
O -0.4245 -0.3522 5.4946
C -0.8342 0.9876 5.6302
C -1.0091 1.2784 7.1309
O -1.3547 2.3506 7.5314
O -0.7457 0.2500 7.9222
C 0.2391 -2.2174 4.2490
O 0.3330 -2.7973 5.4777
C 0.7439 -4.1425 5.5499
C 0.5132 -2.8302 3.0456
S 0.2909 -0.8958 -1.3502
C -0.7437 0.7213 -5.4124
C -1.1006 2.0254 -5.6825
H 0.0693 4.5138 -7.1005
H -0.2160 6.1189 -6.4183
H 1.0267 5.0690 -5.7281
H -1.0223 5.0913 -4.3035
H -1.9834 4.5349 -5.6813
H 0.5559 3.5781 -3.1916
H 1.1988 1.2656 -2.6930
H 1.1948 -3.2914 -3.8105
H 0.9969 -3.8902 0.7495
H -0.1411 -0.2520 0.9441
H -0.6293 0.8467 3.0527
H -1.7925 1.1748 5.1288
H -0.0883 1.6857 5.2289
H -0.4811 -0.5281 7.3956
H 0.7469 -4.3909 6.6097
H 1.7511 -4.2762 5.1436
H 0.0472 -4.8031 5.0249
H 0.8342 -3.8592 3.0193
H -1.0978 -0.0906 -6.0287
H -1.7404 2.2387 -6.5271
*
```

LUMO energy	-0.54	eV
energy relative to the best compared isomer or geometry (same formula, charge and spin)	4.9	kcal/mol
structure (SMILES)	CCc1ccc(/N=C2/NC(=O)/C(=C/c3ccc(OCC(=O)O)c(OC)c3)S2)cc1
orbital gap	7.58	eV
E_HOMO	-0.298	Eh
calculated total energy	-1696.1572	Eh
max |F|	1.12	eV/Å

Mulliken atomic charge list, values in e, 2 entries: -1.066 -0.958

---

Below is C21H20NO5Pd as an isolated structure, with properties calculated with the ωB97M-V functional and the def2-TZVPD basis.

ORCA input file:
```
! wB97M-V def2-TZVPD RIJCOSX def2/J DEFGRID3
* xyz -1 1
Pd 1.2267 0.8031 -0.2966
O 0.9499 0.9398 -4.6062
C 0.9477 0.4632 -3.4753
O 1.0481 1.1379 -2.3902
C 0.7386 -1.0483 -3.3289
C -0.5917 -1.3236 -2.5977
C -1.0474 -2.7637 -2.8610
C -0.0339 -3.5564 -1.9947
C 0.7918 -2.4170 -1.3752
O -0.2033 -1.3869 -1.2177
C 1.7424 -1.8398 -2.4356
C 2.9545 -1.0692 -1.8653
O 3.9873 -1.0844 -2.5194
O 2.8244 -0.5536 -0.6892
H 0.7085 -1.4635 -4.3347
H -1.3488 -0.5535 -2.7273
H -2.0689 -2.9110 -2.5088
H -1.0074 -3.0207 -3.9192
H -0.5388 -4.1367 -1.2211
H 0.5883 -4.2350 -2.5781
H 1.2544 -2.6275 -0.4148
H 2.1964 -2.6356 -3.0266
N -0.3468 -1.0563 1.5400
C -0.3940 -0.2557 2.6572
C -0.0543 -0.8003 3.9018
C -0.0684 -0.0398 5.0555
C -0.4476 1.2945 4.9966
C -0.7867 1.8366 3.7664
C -0.7551 1.1033 2.5801
C -1.1427 1.8265 1.3305
C -2.3589 2.5213 1.3663
C -2.7091 3.4248 0.3789
C -1.8174 3.6762 -0.6549
C -0.6244 2.9705 -0.7210
C -0.2849 2.0051 0.2334
H -0.1768 -2.0344 1.6968
H -0.9402 -0.8633 0.7506
H 0.2197 -1.8494 3.9465
H 0.2057 -0.4944 5.9997
H -0.4731 1.9073 5.8882
H -1.0613 2.8834 3.7042
H -3.0339 2.3439 2.1970
H -3.6642 3.9345 0.4257
H -2.0558 4.4023 -1.4233
H 0.0439 3.1316 -1.5575
C 2.2251 1.1017 1.1893
H 2.7009 0.2542 1.6858
H 2.6816 2.0584 1.4496
*
```

LUMO energy (alpha / beta)	2.09 / 2.09	eV
energy relative to the best compared isomer or geometry (same formula, charge and spin)	53.0	kcal/mol
orbital gap (alpha / beta)	7.41 / 7.41	eV
E_HOMO (alpha / beta)	-0.196 / -0.196	Eh
calculated total energy	-1371.0822	Eh
max |F|	0.69	eV/Å

Mulliken atomic charge list, values in e, 2 entries: 0.149 -0.778

---

Below is C21H21BF5IrN9O5STe as an isolated structure, with properties calculated with the ωB97M-V functional and the def2-TZVPD basis.

ORCA input file:
```
! wB97M-V def2-TZVPD RIJCOSX def2/J DEFGRID3
* xyz 0 6
Ir 0.1575 0.3566 -0.8472
C -1.1560 3.0862 2.1255
C -0.1641 2.6585 1.2542
N -0.7275 1.9464 0.2632
N -2.0665 1.8978 0.4879
C -2.3354 2.5745 1.6130
B -2.9634 1.0218 -0.4340
N -2.5157 1.2163 -1.9246
C -3.1941 1.7610 -2.9392
C -2.3759 1.7928 -4.0588
C -1.1808 1.2352 -3.6346
N -1.2809 0.8725 -2.3509
N -2.6972 -0.4565 -0.0332
C -3.4838 -1.4610 0.3711
C -2.6840 -2.5252 0.7519
C -1.3836 -2.0907 0.5419
N -1.3952 -0.8413 0.0732
N -4.4009 1.4509 -0.3171
C -4.8769 2.7236 -0.2543
C -6.2339 2.6741 -0.4366
C -6.5061 1.3048 -0.6233
N -5.4082 0.5768 -0.5647
H -1.0292 3.6754 3.0157
H 0.9067 2.7957 1.3079
H -3.3437 2.6337 1.9873
H -4.2122 2.0878 -2.8040
H -2.6201 2.1697 -5.0353
H -0.2601 1.0710 -4.1699
H -4.5526 -1.3402 0.3491
H -3.0056 -3.4781 1.1314
H -0.4479 -2.6033 0.6869
H -4.2200 3.5640 -0.1037
H -6.9259 3.4973 -0.4310
H -7.4555 0.8243 -0.7981
C 3.7984 -4.3665 2.5479
C 3.4737 -3.2130 1.6462
C 4.1728 -3.0173 0.4546
C 3.9493 -1.8944 -0.3110
C 2.9866 -0.9592 0.0767
C 2.2411 -1.1811 1.2341
C 2.5071 -2.2893 2.0189
S 2.9483 0.5145 -0.8774
O 4.2730 0.7795 -1.3163
O 2.1448 1.5785 -0.2477
N 1.9008 0.2281 -2.1323
C 2.1450 -0.7644 -3.0304
C 1.3466 -2.3296 -2.3871
O 1.8130 -3.2388 -2.9933
O 0.5202 -2.0340 -1.5382
H 4.2379 -5.1932 1.9921
H 2.9120 -4.7255 3.0697
H 4.5210 -4.0477 3.3017
H 4.9335 -3.7253 0.1544
H 4.5706 -1.6997 -1.1739
H 1.2255 -0.1993 2.5364
H 1.9683 -2.4051 2.9522
H 3.1849 -1.0226 -3.2133
H 1.5355 -0.7158 -3.9307
F 3.2439 0.3603 3.6595
Te 4.0828 1.4035 2.1863
F 5.1427 2.1613 3.5084
F 5.5063 0.0177 2.2157
F 4.7993 2.8942 1.1275
F 2.6616 2.6805 2.7000
O 1.2925 -0.2689 1.5694
*
```

LUMO energy (alpha / beta)	0.04 / -3.57	eV
energy relative to the best compared isomer or geometry (same formula, charge and spin)	2.0	kcal/mol
<S²>	8.764
orbital gap (alpha / beta)	8.58 / 4.96	eV
E_HOMO (alpha / beta)	-0.314 / -0.313	Eh
calculated total energy	-2976.5408	Eh
max |F|	0.71	eV/Å

Mulliken atomic charge list, values in e, 2 entries: 1.623 -1.453

---

Below is C21H21Br9O6 as an isolated structure in a non-equilibrium geometry, with properties calculated with the ωB97M-V functional and the def2-TZVPD basis.

ORCA input file:
```
! wB97M-V def2-TZVPD RIJCOSX def2/J DEFGRID3
* xyz 0 1
C -0.1362 -3.0686 3.5474
Br -0.4707 -3.5633 5.4245
Br -1.7981 -3.2954 2.4395
Br 1.2697 -4.3765 2.9632
H 0.3563 -2.1029 3.4334
C 1.0709 0.3782 2.6321
Br -0.8546 0.3176 3.1026
Br 1.7001 -0.8561 1.0962
Br 2.0893 0.2110 4.2788
H 1.2982 1.3397 2.1717
C -2.7297 0.7038 6.0473
Br -2.2345 2.5447 5.7180
Br -4.5303 0.2840 6.9059
Br -1.4221 -0.4790 7.1258
H -2.5210 0.2600 5.0739
C -2.8120 0.8834 -2.1492
C -1.6636 1.0807 -2.9254
C -0.4926 0.2925 -2.6902
C -0.4273 -0.5141 -1.5391
C -1.4417 -0.6057 -0.5843
C -2.6743 0.1204 -0.9815
O -3.7162 0.0130 -0.0416
O 0.6289 0.4070 -3.5116
H -3.6820 1.4165 -2.5031
H -1.6680 1.5818 -3.8821
H 0.4632 -1.0761 -1.2995
H -1.5010 -1.2759 0.2605
H -4.6226 -0.0046 -0.3572
H 0.5405 1.1136 -4.1554
C 2.6690 -3.9159 -0.5920
C 2.2091 -3.8805 -1.8611
C 3.0972 -4.2265 -2.8656
C 4.4222 -4.4944 -2.7095
C 4.8114 -4.5829 -1.3205
C 3.9547 -4.2907 -0.3039
O 4.3781 -4.3860 1.0355
O 2.7691 -4.1300 -4.1230
H 2.0015 -3.6823 0.2242
H 1.1348 -3.7699 -1.8636
H 5.1119 -4.5216 -3.5402
H 5.7994 -4.9807 -1.1414
H 5.3101 -4.5863 1.1490
H 1.8201 -4.2228 -4.2345
C -1.7054 5.9146 -1.5990
C -2.0863 5.4676 -0.2993
C -1.5388 4.4098 0.3228
C -0.5591 3.7223 -0.2738
C -0.2526 4.0313 -1.6238
C -0.7639 5.1263 -2.3007
O -0.5567 5.4245 -3.6179
O -1.8216 4.1476 1.6467
H -2.1411 6.7233 -2.1670
H -2.7194 6.1902 0.1942
H -0.0297 2.9977 0.3271
H 0.3374 3.2403 -2.0628
H -1.3950 5.6441 -4.0310
H -2.2754 4.9013 2.0308
*
```

LUMO energy	-0.87	eV
energy relative to the best compared isomer or geometry (same formula, charge and spin)	67.1	kcal/mol
orbital gap	7.14	eV
E_HOMO	-0.294	Eh
calculated total energy	-24430.2223	Eh
max |F|	4.95	eV/Å

Mulliken atomic charge list, values in e, 2 entries: 0.493 -0.048

---

Below is C21H21ClEuN2P as an isolated structure in a non-equilibrium geometry, with properties calculated with the ωB97M-V functional and the def2-TZVPD basis.

ORCA input file:
```
! wB97M-V def2-TZVPD RIJCOSX def2/J DEFGRID3
* xyz 2 7
Eu -1.4455 -2.3085 0.1556
Cl 0.0452 -4.3238 -0.2565
P 0.3647 -0.1628 -0.5820
C 0.3059 1.1424 0.6765
C -0.3259 2.3803 0.4636
C -0.4416 3.2844 1.5227
C 0.0624 2.9632 2.7881
C 0.6878 1.7273 3.0012
C 0.8013 0.8149 1.9576
C 2.1165 -0.4493 -0.9561
C 2.4342 -1.6417 -1.6394
C 3.7633 -1.9605 -1.9003
C 4.7879 -1.1005 -1.4833
C 4.4748 0.0862 -0.8115
C 3.1431 0.4185 -0.5462
C -0.3778 0.4239 -2.1364
C -1.4834 -0.2724 -2.6698
C -1.9689 0.0743 -3.9297
C -1.3662 1.1027 -4.6625
C -0.2903 1.8151 -4.1180
C 0.2090 1.4800 -2.8562
H 1.6336 -2.3281 -1.9261
H 4.0017 -2.8855 -2.4246
H 5.8292 -1.3596 -1.6807
H 5.2708 0.7581 -0.4863
H 2.9013 1.3414 -0.0149
H -0.7205 2.6265 -0.5240
H -0.9304 4.2461 1.3592
H -0.0329 3.6727 3.6118
H 1.0922 1.4766 3.9831
H 1.2718 -0.1591 2.1238
H -1.9735 -1.0818 -2.1020
H -2.8203 -0.4708 -4.3441
H -1.7367 1.3479 -5.6579
H 0.1661 2.6321 -4.6785
H 1.0571 2.0220 -2.4353
H -2.2180 -0.5709 0.5686
H -2.6987 -0.8542 -0.1384
N -2.5795 -1.5941 4.5585
C -3.7956 -1.5201 3.8784
C -3.5313 -1.8988 2.5919
N -2.1690 -2.1930 2.4811
C -1.6234 -1.9939 3.6828
H -2.4174 -1.3960 5.5427
H -4.7173 -1.2140 4.3392
H -4.1734 -1.9600 1.7216
H -0.5824 -2.1370 3.9526
*
```

LUMO energy (alpha / beta)	-9.49 / -8.32	eV
energy relative to the best compared isomer or geometry (same formula, charge and spin)	22.2	kcal/mol
<S²>	12.057
orbital gap (alpha / beta)	4.91 / 6.06	eV
E_HOMO (alpha / beta)	-0.529 / -0.529	Eh
calculated total energy	-2433.6028	Eh
max |F|	6.99	eV/Å

Mulliken atomic charge list, values in e, 2 entries: 0.971 -0.396

---

Below is C21H21ClN4O7S in the gas phase in a non-equilibrium geometry, with properties calculated with the ωB97M-V functional and the def2-TZVPD basis.

ORCA input file:
```
! wB97M-V def2-TZVPD RIJCOSX def2/J DEFGRID3
* xyz 0 1
C 3.1038 4.5385 -3.5416
O 1.8379 4.2805 -2.9824
C 1.6821 3.1770 -2.2034
C 0.3969 2.9644 -1.6988
C 0.1254 1.8702 -0.9074
C 1.1412 0.9742 -0.5908
N 0.8441 -0.1475 0.2215
C 1.0085 -1.4832 -0.3032
C -0.0862 -1.7922 -1.3367
O 0.1408 -2.3337 -2.3936
N -1.2958 -1.3720 -0.8988
C -2.4991 -1.2904 -1.5952
C -2.7667 -2.0085 -2.7478
C -4.0031 -1.8674 -3.3620
Cl -4.3353 -2.7646 -4.7992
C -4.9702 -1.0305 -2.8403
C -4.6993 -0.3021 -1.6899
C -3.4699 -0.4145 -1.0642
O -3.0766 0.2747 0.0478
C -3.9816 1.1625 0.6574
S 0.3483 0.0470 1.7601
O -0.5611 -1.0257 2.0733
O -0.1159 1.3881 1.9566
C 1.7531 -0.1637 2.8839
C 1.5113 0.0005 4.2093
C 0.1646 0.3182 4.7471
N 2.5304 -0.1281 5.1040
C 3.8423 -0.4159 4.7609
O 4.7151 -0.5114 5.5823
N 4.0299 -0.5788 3.4135
C 3.0731 -0.4881 2.4000
O 3.4011 -0.6840 1.2522
C 2.4210 1.1841 -1.0787
C 2.6927 2.2749 -1.8865
H 2.9856 5.4476 -4.1292
H 3.4268 3.7239 -4.1972
H 3.8595 4.7050 -2.7672
H -0.3751 3.6725 -1.9541
H -0.8667 1.7041 -0.5201
H 1.9916 -1.6114 -0.7611
H 0.9097 -2.1781 0.5332
H -1.3309 -0.9618 0.0298
H -2.0115 -2.6583 -3.1573
H -5.9287 -0.9376 -3.3249
H -5.4593 0.3552 -1.2991
H -4.8718 0.6403 1.0212
H -4.2805 1.9622 -0.0277
H -3.4378 1.5893 1.4989
H -0.5515 -0.4151 4.3793
H 0.1592 0.3343 5.8339
H -0.1582 1.2833 4.3584
H 2.3532 -0.0060 6.0935
H 4.9743 -0.8019 3.1164
H 3.2080 0.4941 -0.8192
H 3.6963 2.4101 -2.2572
*
```

LUMO energy	0.11	eV
energy relative to the best compared isomer or geometry (same formula, charge and spin)	0.0	kcal/mol
structure (SMILES)	COc1ccc(N(CC(=O)Nc2cc(Cl)ccc2OC)S(=O)(=O)c2c(C)[nH]c(=O)[nH]c2=O)cc1
orbital gap	8.22	eV
E_HOMO	-0.298	Eh
calculated total energy	-2416.9804	Eh
max |F|	1.15	eV/Å

Mulliken atomic charge list, values in e, 2 entries: -0.853 -0.457